--- A ---
Computed, not measured: a structure of composition C3H7N4O2, with ωB97M-V/def2-TZVPD.

Last column: Löwdin charge in e.
Element x y z (Å)
O: -2.611 0.426 -0.324  0.16
O: 1.413 1.542 -1.518  0.08
N: -0.120 0.224 -0.612  0.02
N: -0.560 -1.022 2.287  0.06
N: 0.992 -0.495 -0.347  0.00
N: -1.592 -0.509 1.548  0.07
C: -1.655 0.053 0.484  -0.22
C: 2.165 0.302 -1.020  0.05
C: 0.184 1.340 -1.251  -0.13
H: -0.523 2.096 -1.493  0.16
H: 2.638 -0.375 -1.663  0.11
H: 2.909 0.756 -0.339  0.14
H: -3.478 0.108 -0.229  0.12
H: 0.085 -1.486 1.730  0.04
H: 1.042 -1.543 -0.496  0.17
H: -0.890 -1.416 3.242  0.17

Gap between HOMO and LUMO = 9.261 eV
Charge = +1

--- B ---
Computed, not measured: the ion C3H7N4O2 with charge +1, with ωB97M-V/def2-TZVPD.

Last column: Löwdin charge in e.
Element x y z (Å)
O: -0.943 0.966 0.322  0.13
O: -0.265 0.792 2.487  0.25
N: -1.545 -0.909 -1.007  0.21
N: 2.091 -0.558 1.784  0.18
N: 1.134 -0.607 -0.358  0.18
N: -1.440 1.359 -1.772  0.24
C: -1.267 0.436 -0.799  -0.42
C: 0.000 0.467 1.388  -0.24
C: 1.176 -0.289 0.888  -0.42
H: 1.997 -0.558 2.843  0.17
H: -1.824 -1.180 -2.012  0.18
H: 1.843 -1.145 -0.686  0.04
H: -1.140 -1.576 -0.382  0.11
H: 3.052 -0.697 1.525  0.13
H: -1.223 1.151 -2.666  0.08
H: -1.645 2.346 -1.556  0.17

Structure (SMILES) = [H]/N=C(\N)C(=O)OC(N)=[NH2+]
Gap between HOMO and LUMO = 9.723 eV
Charge = +1

Verdict on stability: B comes out on top.

--- A ---
Computed, not measured: a cluster of 2 separate species, H6N2 in total, with ωB97M-V/def2-TZVPD.

Last column: Löwdin charge in e.
Element x y z (Å)
N: 1.772 -0.051 -1.728  0.01
N: -1.826 0.063 1.611  0.01
H: -2.523 -0.195 0.919  0.01
H: 2.142 0.017 -2.665  0.00
H: 2.281 -0.863 -1.377  0.01
H: -1.755 -0.588 2.358  -0.01
H: -2.160 0.931 2.012  0.00
H: 2.068 0.686 -1.128  -0.01

Structure (SMILES) = N.N
Gap between HOMO and LUMO = 11.233 eV

--- B ---
Computed, not measured: a cluster of 2 separate species, H6N2 in total, with ωB97M-V/def2-TZVPD.

Last column: Löwdin charge in e.
Element x y z (Å)
N: -0.911 -0.311 3.500  -0.01
N: 0.416 0.436 -3.467  -0.01
H: -1.128 -1.157 4.036  0.00
H: 0.654 0.688 -4.431  0.01
H: -0.684 -0.612 2.547  0.01
H: 0.693 1.226 -2.875  0.01
H: -0.054 0.084 3.900  0.00
H: 1.015 -0.355 -3.209  0.00

Structure (SMILES) = N.N
Gap between HOMO and LUMO = 11.304 eV

Verdict on stability: B comes out on top.

--- A ---
Computed, not measured: an isolated molecule of C5H5ClOS, with ωB97M-V/def2-TZVPD.

Last column: Löwdin charge in e.
Element x y z (Å)
Cl: 2.647 0.054 -0.730  0.60
S: -0.866 1.468 -1.116  0.94
O: 0.776 2.812 0.469  0.04
C: 0.510 1.697 0.102  -0.66
C: -1.067 -0.404 -0.849  -0.48
C: -1.217 -0.832 0.623  -0.06
C: 1.125 0.268 0.259  -0.63
C: 0.191 -0.795 -0.191  -0.39
H: -1.771 -1.812 1.043  0.15
H: -1.149 -0.983 -1.818  0.13
H: 0.459 -1.848 -0.282  0.13
H: -1.211 0.122 1.137  0.07
H: 1.572 0.256 1.353  0.15

Structure (SMILES) = O=C1S[C@@H]2C[C@@H]2[C@H]1Cl
Gap between HOMO and LUMO = 9.697 eV

--- B ---
Computed, not measured: an isolated molecule of C5H5ClOS, with ωB97M-V/def2-TZVPD.

Last column: Löwdin charge in e.
Element x y z (Å)
Cl: 2.457 0.378 -0.064  0.71
S: 0.885 3.203 0.061  0.68
O: -2.624 0.659 -0.047  0.05
C: 0.844 -1.722 0.061  -0.11
C: -0.274 2.075 -0.090  -0.61
C: -0.232 0.611 -0.012  -0.29
C: -1.605 0.006 0.018  -0.21
C: 0.840 -0.221 -0.004  -0.63
H: -1.669 -1.087 0.132  0.11
H: -1.289 2.419 -0.267  0.05
H: 1.442 -2.029 0.927  0.09
H: -0.137 -2.179 0.117  0.06
H: 1.362 -2.112 -0.833  0.09

Structure (SMILES) = C/C(Cl)=C(\C=O)C=S
Gap between HOMO and LUMO = 7.497 eV

Verdict on stability: B comes out on top.

--- A ---
Computed, not measured: a structure of composition C21H40GeNO5Ti, with ωB97M-V/def2-TZVPD.

Last column: Löwdin charge in e.
Element x y z (Å)
Ge: 0.457 2.532 1.346  1.03
Ti: 0.453 0.248 -0.418  0.92
O: -0.078 2.276 -0.511  -0.42
O: 1.851 1.372 0.748  -0.41
O: 1.318 -1.670 0.275  -0.14
O: -0.504 0.941 1.656  -0.38
O: 1.728 -1.467 -2.342  -0.27
N: -1.003 -1.159 -0.851  -0.02
C: -1.658 -3.474 -0.650  -0.03
C: 0.206 -2.456 0.737  -0.14
C: -0.956 2.712 -2.688  -0.02
C: -1.900 3.845 -0.669  -0.04
C: 0.404 4.423 -1.479  -0.03
C: -1.042 0.078 3.825  -0.03
C: -1.583 0.766 2.575  -0.69
C: -1.988 -1.018 -1.785  -0.12
C: -0.632 3.312 -1.328  -0.68
C: 3.710 2.471 1.811  -0.05
C: -2.201 2.110 2.959  -0.07
C: 1.489 -1.871 -3.675  -0.10
C: -2.647 -0.097 1.907  -0.02
C: -2.812 -2.044 -2.169  -0.08
C: 2.787 0.319 2.711  -0.02
C: 3.996 0.363 0.512  -0.02
C: -2.660 -3.314 -1.602  -0.08
C: 2.375 0.815 -2.866  -0.13
C: 3.076 1.130 1.452  -0.67
C: 1.504 -0.086 -2.037  -0.34
C: -0.876 -2.401 -0.287  -0.28
H: -0.111 -1.960 1.660  0.11
H: 3.714 0.088 3.239  0.09
H: 2.354 1.824 -2.449  0.05
H: -1.840 -0.105 4.547  0.09
H: -2.078 -0.036 -2.229  0.09
H: 0.515 -3.473 0.978  0.13
H: 0.473 -1.600 -3.982  0.09
H: 0.668 4.841 -0.505  0.07
H: 4.150 0.932 -0.405  0.09
H: -2.381 4.589 -1.308  0.09
H: -0.282 0.702 4.300  0.08
H: -2.604 3.028 -0.497  0.08
H: 2.290 -0.615 2.448  0.08
H: 4.677 2.316 2.293  0.09
H: -3.006 0.383 0.994  0.09
H: -0.088 2.187 -3.086  0.07
H: 4.964 0.195 0.989  0.09
H: 1.581 -1.979 -0.625  0.09
H: -0.582 -0.878 3.569  0.07
H: 3.563 -0.601 0.250  0.08
H: -1.782 2.003 -2.605  0.07
H: 3.079 3.038 2.498  0.06
H: -1.482 2.745 3.479  0.06
H: -1.480 -4.432 -0.178  0.11
H: -2.251 -1.076 1.638  0.07
H: -1.674 4.319 0.289  0.07
H: 1.598 -2.954 -3.715  0.09
H: -3.495 -0.245 2.579  0.09
H: 2.202 -1.418 -4.369  0.08
H: 2.051 0.892 -3.913  0.07
H: 2.138 0.879 3.390  0.08
H: -2.554 2.638 2.070  0.07
H: 3.419 0.473 -2.874  0.08
H: 1.310 4.029 -1.943  0.08
H: 0.017 5.232 -2.102  0.09
H: -3.053 1.955 3.622  0.09
H: -1.254 3.495 -3.388  0.09
H: -3.292 -4.140 -1.894  0.10
H: -3.569 -1.854 -2.917  0.10
H: 3.863 3.066 0.909  0.09

Gap between HOMO and LUMO (alpha / beta) = 5.595 / 6.820 eV
2S+1 = 2

--- B ---
Computed, not measured: a structure of composition C21H40GeNO5Ti, with ωB97M-V/def2-TZVPD.

Last column: Löwdin charge in e.
Element x y z (Å)
Ge: -1.938 -1.422 1.314  1.05
Ti: 0.202 -0.167 -0.097  0.88
O: -0.010 -1.542 1.490  -0.41
O: -1.527 0.446 0.991  -0.40
O: 1.051 2.218 1.435  -0.26
O: -0.258 1.202 -1.802  -0.16
O: -1.492 -1.587 -0.496  -0.39
N: 1.408 -0.875 -1.549  -0.03
C: -2.143 -2.327 -1.529  -0.68
C: -2.099 1.933 2.789  -0.03
C: 0.655 -1.758 2.749  -0.67
C: 3.137 -1.778 -3.563  -0.07
C: -0.104 -2.806 3.556  -0.07
C: -2.371 1.554 1.338  -0.67
C: 0.576 0.957 -2.929  -0.15
C: 2.948 1.402 0.142  -0.13
C: -3.094 -3.357 -0.930  -0.07
C: 2.206 -1.962 -1.363  -0.11
C: -2.912 -1.334 -2.396  -0.02
C: 1.493 1.227 0.524  -0.35
C: 2.050 -2.270 2.411  -0.03
C: 2.308 -0.678 -3.762  -0.03
C: -1.069 -3.033 -2.351  -0.02
C: 1.976 2.846 2.298  -0.13
C: -3.832 1.160 1.148  -0.06
C: 1.471 -0.249 -2.756  -0.25
C: 0.745 -0.452 3.524  -0.01
C: -2.028 2.715 0.410  -0.02
C: 3.070 -2.420 -2.327  -0.06
H: -2.181 2.425 -0.630  0.08
H: -4.122 0.352 1.824  0.06
H: 1.986 -3.196 1.836  0.08
H: -3.567 -3.931 -1.729  0.09
H: -2.377 1.113 3.456  0.08
H: 2.625 -2.466 3.318  0.09
H: 1.320 0.277 2.955  0.06
H: 2.494 2.124 2.941  0.08
H: 2.584 -1.519 1.824  0.08
H: -2.558 -4.055 -0.283  0.09
H: 2.728 3.429 1.761  0.08
H: 0.337 1.618 -1.097  0.06
H: -2.681 2.812 3.078  0.09
H: -0.411 -2.310 -2.833  0.07
H: -3.707 -0.861 -1.815  0.08
H: -4.012 0.842 0.120  0.08
H: -0.462 -3.671 -1.706  0.09
H: -1.522 -3.654 -3.126  0.09
H: -0.248 -0.038 3.697  0.08
H: 0.463 -3.056 4.454  0.09
H: 1.224 -0.619 4.491  0.10
H: -0.244 -3.720 2.975  0.09
H: -3.363 -1.826 -3.260  0.09
H: 1.402 3.522 2.932  0.09
H: -0.987 3.002 0.554  0.07
H: 1.184 1.846 -3.132  0.14
H: -0.087 0.810 -3.785  0.13
H: 3.802 -2.123 -4.341  0.10
H: 3.171 2.399 -0.264  0.07
H: -2.240 -0.549 -2.747  0.08
H: 3.627 1.250 0.990  0.07
H: 3.677 -3.289 -2.110  0.11
H: 2.317 -0.142 -4.703  0.12
H: 2.108 -2.460 -0.407  0.10
H: -3.885 -2.881 -0.348  0.07
H: -4.477 2.015 1.357  0.09
H: -2.660 3.578 0.629  0.09
H: 3.226 0.670 -0.617  0.05
H: -1.083 -2.444 3.873  0.06
H: -1.039 2.152 2.911  0.07

Gap between HOMO and LUMO (alpha / beta) = 5.799 / 6.251 eV
2S+1 = 2

Verdict on stability: A comes out on top.

--- A ---
Computed, not measured: the ion C4H9N4Si with charge -1, with ωB97M-V/def2-TZVPD.

Last column: Löwdin charge in e.
Element x y z (Å)
Si: -0.194 0.167 -0.087  0.55
N: 2.571 1.030 0.018  -0.09
N: 3.560 -0.894 0.098  -0.20
N: 3.747 0.379 -0.003  -0.17
N: 2.296 -1.192 0.138  -0.08
C: -0.783 -0.750 1.465  -0.24
C: -1.275 1.842 -0.017  -0.15
C: 1.642 0.114 0.070  -0.50
C: -0.957 -0.804 -1.575  -0.23
H: -1.973 1.498 0.661  -0.03
H: -0.672 -1.902 -1.706  0.03
H: -1.697 2.155 -0.938  0.00
H: -0.396 -1.803 1.373  0.03
H: -2.007 -0.646 1.599  0.07
H: -0.788 -0.294 -2.529  0.00
H: -2.101 -0.914 -1.297  0.05
H: -0.493 2.442 0.296  -0.02
H: -0.479 -0.428 2.434  -0.01

Gap between HOMO and LUMO = 8.375 eV
Charge = -1

--- B ---
Computed, not measured: the ion C4H9N4Si with charge -1, with ωB97M-V/def2-TZVPD.

Last column: Löwdin charge in e.
Element x y z (Å)
Si: -0.217 -0.247 0.012  0.25
N: 2.345 -1.313 0.135  -0.19
N: 1.063 -1.274 0.198  -0.14
N: 3.096 -0.293 -0.008  -0.14
N: 2.545 0.866 -0.116  -0.21
C: -0.618 0.681 1.644  -0.20
C: 2.432 2.018 0.098  -0.04
C: -1.544 -1.504 -0.155  -0.22
C: -0.337 0.867 -1.499  -0.19
H: -0.203 0.204 -2.311  -0.01
H: 0.486 1.580 -1.579  -0.01
H: -0.042 1.576 1.916  0.00
H: -0.539 -0.096 2.420  0.01
H: -1.639 -2.194 0.655  0.01
H: -1.382 -2.135 -1.173  0.08
H: -2.411 -0.947 -0.318  -0.02
H: -1.707 0.959 1.785  0.02
H: -1.330 1.253 -1.703  0.01

Gap between HOMO and LUMO = 7.854 eV
Charge = -1

Verdict on stability: A comes out on top.

--- A ---
Computed, not measured: a cluster of 2 separate species, C6H8N2O3 in total, with ωB97M-V/def2-TZVPD.

Last column: Löwdin charge in e.
Element x y z (Å)
O: 3.030 1.916 2.707  0.24
O: 0.726 1.881 2.694  0.17
O: 1.417 0.577 -0.398  -0.04
N: -0.182 -1.000 0.351  -0.02
N: -0.704 0.217 -1.324  -0.08
C: 0.581 -1.366 1.556  0.01
C: 1.897 1.933 2.703  -0.43
C: -1.350 -1.463 -0.223  -0.06
C: -1.723 -0.680 -1.193  -0.06
C: 0.269 -0.029 -0.439  -0.47
C: -0.563 1.128 -2.415  -0.04
H: -2.542 -0.669 -1.715  0.07
H: -0.472 0.661 -3.435  0.10
H: 0.470 1.612 -2.279  0.11
H: 0.728 -0.560 2.220  0.05
H: 1.649 -1.554 1.341  0.10
H: -1.861 -2.336 0.226  0.14
H: 0.057 -2.156 2.093  0.09
H: -1.426 1.887 -2.472  0.11

Structure (SMILES) = Cn1ccn(C)c1=O.O=C=O
Gap between HOMO and LUMO = 8.831 eV

--- B ---
Computed, not measured: an isolated molecule of C6H8N2O3, with ωB97M-V/def2-TZVPD.

Last column: Löwdin charge in e.
Element x y z (Å)
O: 0.447 -0.091 -1.419  0.02
O: -1.404 1.494 0.736  0.00
O: 1.923 -1.103 -0.155  -0.07
N: 1.146 -1.172 -1.120  -0.38
N: -0.964 -0.752 2.556  0.06
C: 0.873 -2.296 -1.689  0.10
C: -0.106 -0.454 1.488  -0.11
C: -0.255 0.662 0.806  -0.19
C: 0.512 0.986 -0.417  -0.22
C: -0.222 2.105 -1.042  -0.01
C: -1.333 2.302 -0.357  -0.09
H: 0.266 -2.293 -2.547  0.07
H: -2.128 3.078 -0.514  0.15
H: 0.834 -1.012 1.468  0.12
H: -1.047 -1.733 2.911  0.11
H: 1.544 -3.067 -1.257  0.11
H: -1.866 -0.313 2.625  0.08
H: 0.230 2.545 -1.864  0.09
H: 1.550 1.115 -0.209  0.14

Structure (SMILES) = C=[N+]([O-])O[C@H]1C=CO/C1=C\N
Gap between HOMO and LUMO = 8.842 eV

Verdict on stability: A comes out on top.